Record 1
Entry from the OMol25 dataset: a single C8H6O3S molecule at a distorted geometry (the ωB97M-V functional and the def2-TZVPD basis).

Properties
Energy above the lowest of the compared OMol25 structures with the same formula, charge and spin (kcal per mole): 51.41
Electronic energy (hartree): -932.23269
Net charge: 0
HOMO level (Eh): -0.3163
SMILES string: O=S(=O)=C1OCc2ccccc21
Spin multiplicity: 1

```
18
Properties=species:S:1:pos:R:3:forces:R:3
O -4.25818 0.82403 -0.02930 -0.5 0.2 0.2
S -3.56915 -0.36225 0.41133 0.3 0.3 -0.4
O -3.79585 -1.55415 -0.36210 0.0 -0.5 0.0
C -1.56103 0.36256 -0.28301 -0.4 -2.4 -0.5
O -1.48472 1.60990 -0.12842 0.6 0.9 1.9
C -0.13220 2.01916 0.31495 0.8 -0.4 -5.9
C 0.71945 0.78403 0.04834 -1.1 -0.2 0.5
C 2.08603 0.50665 0.13562 0.8 1.0 0.0
C 2.49125 -0.84379 0.12972 2.2 0.7 -1.2
C 1.55591 -1.86005 -0.06503 0.6 -0.2 -0.1
C 0.20552 -1.56654 -0.24079 0.9 1.2 0.0
C -0.24010 -0.24715 -0.17177 1.8 0.7 0.6
H -0.03978 2.32934 1.26634 -0.5 1.1 3.4
H -0.03248 2.85198 -0.40445 0.9 -0.1 0.6
H 2.86667 1.34566 0.11646 -1.3 -1.4 0.3
H 3.67069 -1.07346 0.01093 -3.1 0.5 0.7
H 1.99674 -2.85834 -0.18167 -0.8 0.3 0.1
H -0.47877 -2.26757 -0.56715 -1.3 -1.7 -0.3
```
Positions in Å, forces in eV/Å.


Record 2
Entry from the OMol25 dataset: a single C8H6O4 molecule at a distorted geometry (the ωB97M-V functional and the def2-TZVPD basis).

Properties
Energy above the lowest of the compared OMol25 structures with the same formula, charge and spin (kcal per mole): 28.34
Electronic energy (hartree): -609.39108
Net charge: 0
HOMO level (Eh): -0.3486
SMILES string: O=Cc1ccc(O)c(C(=O)O)c1
Spin multiplicity: 1

```
18
Properties=species:S:1:pos:R:3:forces:R:3
O -3.36525 -1.47504 0.17147 -0.1 1.6 -0.4
C -3.17745 -0.28664 -0.02896 0.2 0.0 0.1
C -1.80009 0.30664 -0.13374 1.8 1.2 1.2
C -1.44047 1.74885 -0.03375 -1.5 -3.5 -1.1
C -0.13407 2.11050 -0.08152 0.1 1.5 0.2
C 0.90188 1.20039 -0.02548 0.7 0.0 1.0
O 2.19877 1.60135 0.28411 -0.1 3.1 0.5
C 0.62153 -0.16775 -0.08709 1.7 0.3 0.3
C 1.73344 -1.26154 -0.01855 -1.9 0.9 -0.2
O 1.35775 -2.37240 0.17838 0.5 -1.0 0.2
O 3.00971 -0.94200 -0.20960 0.0 1.2 -0.6
C -0.69729 -0.59117 -0.09242 -1.1 -0.5 -1.1
H -4.00984 0.47766 -0.13644 0.4 -0.8 0.1
H -2.15060 2.55700 -0.04407 -0.5 -0.2 0.1
H 0.01162 3.19726 -0.11905 0.6 -0.4 0.2
H 2.27949 2.62211 0.62238 -0.7 -3.8 -1.5
H 3.04439 -0.00067 -0.51722 0.2 -0.9 0.6
H -0.82776 -1.70427 -0.19146 -0.2 1.4 0.4
```
Positions in Å, forces in eV/Å.


Record 3
Entry from the OMol25 dataset: a molecular structure, C8H7BF4N3O5PdS (the ωB97M-V functional and the def2-TZVPD basis).

Properties
Electronic energy (hartree): -1800.23835
Net charge: -1
HOMO level (alpha / beta) (Eh): -0.2265 / -0.2263
Spin multiplicity: 1

```
30
Properties=species:S:1:pos:R:3:forces:R:3
Pd 1.62268 -0.03072 -0.51512 -0.6 0.4 -0.3
N 2.22681 0.51252 1.27410 0.1 0.1 -0.2
N 2.08561 1.91748 1.41953 -0.1 0.0 0.1
C 1.25635 2.55692 0.46587 0.5 0.5 0.0
O 0.88355 3.68917 0.70436 -0.2 -0.2 0.0
O 1.07020 1.89360 -0.62820 -0.1 -0.2 -0.2
H 1.61520 -0.01462 1.90734 0.0 0.0 0.0
H 3.20699 0.24117 1.32918 0.0 0.0 0.0
H 1.87368 2.21665 2.35992 0.1 -0.1 0.1
F 5.52611 -1.72521 -0.81408 0.0 0.0 0.0
B 4.37101 -0.97772 -0.83144 -0.2 -0.1 -0.2
F 3.79009 -0.90498 -2.10287 0.1 0.1 0.0
F 3.36800 -1.59918 0.02620 0.1 0.0 0.0
F 4.58139 0.32440 -0.32480 0.1 -0.1 0.1
O -0.31506 -0.67379 2.16811 0.1 -0.1 0.2
C -0.69264 -0.98495 1.04543 0.3 -0.1 -0.4
N 0.05548 -1.67858 0.12721 -0.7 -0.1 0.3
S -0.65525 -1.64571 -1.32681 0.2 0.0 0.5
O -1.01412 -2.92735 -1.85196 0.1 0.0 -0.3
O 0.19557 -0.77910 -2.16367 0.3 -0.1 0.1
C -2.12195 -0.78083 -0.85277 0.0 0.0 -0.2
C -3.22566 -0.41116 -1.59427 0.0 0.0 -0.1
C -4.24665 0.25213 -0.92543 0.0 0.0 0.0
C -4.14538 0.52869 0.43591 0.0 0.0 0.0
C -3.02006 0.15196 1.15728 -0.1 0.0 0.1
C -2.01118 -0.51569 0.48953 0.0 0.0 0.2
H -3.28685 -0.62141 -2.65369 0.0 0.0 0.0
H -5.12683 0.56450 -1.47235 0.0 0.0 0.0
H -4.95121 1.05068 0.93581 0.0 0.0 0.0
H -2.91588 0.37111 2.21169 0.0 0.0 0.0
```
Positions in Å, forces in eV/Å.


> What is the net charge in the first record?

0


> Number 2 is which compound?

C8H6O4